# 1
This record from the OMol25 dataset describes a single CH5PS2 molecule. The level of theory is ωB97M-V/def2-TZVPD.

Geometry as XYZ:
```
9
CH5PS2, DFT ωB97M-V/def2-TZVPD
C -1.419 -0.018 0.129
P 0.084 -0.979 -0.068
S 1.350 0.530 -0.622
S 3.172 0.054 0.411
H -1.799 0.427 1.089
H -2.196 -0.569 -0.214
H -1.599 0.840 -0.563
H -0.354 -1.253 -1.383
H 2.762 0.968 1.222
```

Calculated values
Multiplicity   1
Highest occupied orbital energy   -9.204 eV
Energy relative to the best compared isomer or geometry (same formula, charge and spin)   1.4011 eV
Structure (SMILES)   CPSS
Orbital gap   9.4 eV

Atom charges from the Mulliken analysis, given in e for atoms 1 to 4: -1.023 0.109 -0.130 -0.193

# 2
This record from the OMol25 dataset describes 5 unconnected molecules or ions with the total composition C18H48Br6N6O2P2. The level of theory is ωB97M-V/def2-TZVPD.

Geometry as XYZ:
```
82
C18H48Br6N6O2P2, DFT ωB97M-V/def2-TZVPD
C -2.817 2.898 0.816
N -3.931 3.260 -0.094
C -3.700 4.463 -0.902
P -5.122 2.141 -0.279
O -4.784 0.719 -0.397
N -6.118 2.383 1.015
C -6.557 3.727 1.443
C -6.793 1.235 1.605
N -5.975 2.704 -1.565
C -5.503 2.571 -2.932
C -7.410 2.781 -1.567
H -2.897 1.857 1.102
H -2.890 3.486 1.717
H -1.886 3.029 0.265
H -3.603 5.292 -0.285
H -4.510 4.672 -1.591
H -2.827 4.324 -1.552
H -6.206 4.020 2.447
H -6.190 4.552 0.741
H -7.692 3.751 1.517
H -6.942 1.412 2.675
H -7.800 1.095 1.169
H -6.153 0.401 1.514
H -4.477 2.265 -3.112
H -6.210 1.875 -3.411
H -5.660 3.601 -3.388
H -7.838 2.734 -0.574
H -7.808 1.896 -2.107
H -7.722 3.652 -2.136
C 6.566 -2.185 -2.427
N 5.165 -2.222 -2.329
C 4.448 -1.802 -3.511
P 4.267 -2.668 -1.006
O 2.827 -2.825 -1.386
N 5.059 -3.983 -0.389
C 5.374 -4.216 1.000
C 5.534 -4.979 -1.349
N 4.396 -1.535 0.224
C 3.250 -0.628 0.341
C 5.699 -0.996 0.492
H 6.947 -1.140 -2.538
H 6.833 -2.812 -3.268
H 7.095 -2.575 -1.537
H 4.767 -2.367 -4.404
H 4.731 -0.786 -3.742
H 3.361 -1.877 -3.376
H 6.459 -4.242 1.160
H 5.010 -3.434 1.664
H 4.952 -5.116 1.321
H 6.653 -5.005 -1.412
H 5.265 -5.999 -1.105
H 4.992 -4.735 -2.297
H 3.372 0.288 -0.269
H 2.411 -1.234 0.087
H 3.286 -0.253 1.343
H 5.632 -0.371 1.373
H 6.011 -0.409 -0.333
H 6.345 -1.852 0.577
Br -1.113 1.457 -3.041
C -1.826 0.092 -1.794
C -1.549 -1.321 -2.269
Br 0.209 -2.040 -2.083
H -2.878 0.211 -1.802
H -1.653 0.286 -0.779
H -1.885 -1.340 -3.272
H -2.131 -1.958 -1.616
Br 3.223 0.289 4.958
C 2.389 -1.339 4.315
C 3.315 -2.543 4.499
Br 2.441 -3.961 3.457
H 2.147 -1.248 3.227
H 1.497 -1.558 4.882
H 3.341 -2.898 5.501
H 4.362 -2.407 4.276
Br -1.131 -0.502 2.920
C -0.012 0.479 1.743
C 0.388 1.766 2.417
Br 1.294 2.888 1.108
H -0.591 0.689 0.859
H 0.896 -0.031 1.537
H 1.074 1.812 3.248
H -0.495 2.342 2.675
```

Calculated values
Multiplicity   1
Highest occupied orbital energy   -8.515 eV
Structure (SMILES)   CN(C)P(=O)(N(C)C)N(C)C.CN(C)P(=O)(N(C)C)N(C)C.BrCCBr.BrCCBr.BrCCBr
Orbital gap   9.0 eV

Atom charges from the Mulliken analysis, given in e for atoms 1 to 4: -1.315 0.662 -1.118 0.391

# 3
This record from the OMol25 dataset describes 2 unconnected molecules or ions with the total composition C5H11N2. The level of theory is ωB97M-V/def2-TZVPD.

Geometry as XYZ:
```
18
C5H11N2, DFT ωB97M-V/def2-TZVPD
C 1.880 0.007 0.228
C 3.193 0.038 0.391
N 1.023 1.136 0.617
H 1.330 -0.776 -0.257
H 3.768 -0.830 0.110
H 3.660 0.928 0.795
H 0.912 1.834 -0.128
H 0.058 0.763 0.707
H 1.361 1.626 1.443
C -2.045 -0.323 0.373
C -2.164 0.989 0.182
C -1.108 -1.250 -1.541
N -1.081 -1.125 -0.283
H -2.718 -0.898 0.997
H -1.513 1.513 -0.512
H -2.787 1.616 0.803
H -0.410 -1.905 -2.052
H -1.859 -0.722 -2.135
```

Calculated values
Multiplicity   1
Highest occupied orbital energy   -13.416 eV
Energy relative to the best compared isomer or geometry (same formula, charge and spin)   2.4830 eV
Charge   +1
Orbital gap   10.1 eV

Atom charges from the Mulliken analysis, given in e for atoms 1 to 4: 0.132 -0.713 -0.195 0.230

# 4
This record from the OMol25 dataset describes a molecular structure, C34H49BrF8GaO30P2. The level of theory is ωB97M-V/def2-TZVPD.

Geometry as XYZ:
```
125
C34H49BrF8GaO30P2, DFT ωB97M-V/def2-TZVPD
C 4.568 -1.907 -0.451
C 4.039 -0.842 -1.579
O 5.018 0.173 -1.993
P 5.344 1.344 -0.751
O 6.033 0.775 0.553
C 3.852 2.399 -0.203
C 2.540 2.322 -1.182
Ga 0.940 1.623 -0.005
C 1.368 -0.119 1.021
C 0.162 3.061 1.261
Br -1.710 2.459 1.752
C 0.970 3.228 2.689
C 1.846 4.628 2.734
P -0.782 1.056 -1.554
O -0.124 0.515 -2.906
O -1.806 2.430 -1.898
O -1.781 -0.177 -0.766
O 6.519 2.478 -1.451
C 7.291 3.139 -0.382
C 8.746 2.402 -0.059
H 3.884 -1.736 0.512
H 5.685 -1.728 -0.106
H 4.370 -3.001 -0.817
H 3.801 -1.488 -2.555
H 3.009 -0.427 -1.214
H 3.565 2.114 0.919
H 4.244 3.525 -0.139
H 2.707 1.654 -2.128
H 2.264 3.424 -1.516
H 0.473 -0.454 1.736
H 1.506 -1.032 0.268
H 2.358 -0.073 1.682
H 0.066 4.101 0.726
H 1.602 2.265 2.920
H 0.160 3.310 3.537
H 2.862 4.430 2.158
H 2.036 4.881 3.868
H 1.320 5.518 2.141
H -1.723 3.143 -1.174
H -2.707 0.237 -0.664
H 6.661 3.353 0.591
H 7.585 4.214 -0.811
H 9.580 3.143 0.295
H 9.023 1.754 -0.993
H 8.520 1.668 0.852
C -0.530 -3.503 -1.203
C -1.011 -4.245 -0.003
O 0.130 -4.952 0.427
C 1.188 -4.187 0.039
O 2.323 -4.322 0.465
O 0.822 -3.243 -0.881
F -1.966 -5.141 -0.341
H -0.575 -4.103 -2.118
H -1.080 -2.573 -1.365
H -1.373 -3.602 0.806
C 14.239 2.982 1.406
C 13.334 1.996 0.750
O 12.089 2.230 1.369
C 12.107 3.547 1.716
O 11.115 4.188 2.023
O 13.372 4.066 1.671
F 13.717 0.730 1.028
H 14.656 2.612 2.349
H 15.062 3.288 0.755
H 13.237 2.128 -0.333
C -4.961 -6.157 -0.071
C -5.866 -7.142 -0.727
O -7.111 -6.909 -0.108
C -7.093 -5.591 0.239
O -8.085 -4.951 0.546
O -5.828 -5.073 0.194
F -5.483 -8.409 -0.449
H -4.544 -6.527 0.872
H -4.138 -5.850 -0.722
H -5.963 -7.011 -1.810
C -4.762 -1.280 -3.518
C -4.559 -2.739 -3.748
O -3.584 -3.090 -2.792
C -3.772 -2.222 -1.759
O -3.311 -2.378 -0.641
O -4.547 -1.156 -2.127
F -4.048 -2.967 -4.979
H -4.035 -0.661 -4.055
H -5.769 -0.953 -3.790
H -5.457 -3.347 -3.599
C -11.419 -5.241 -0.489
C -11.305 -6.269 -1.562
O -12.120 -5.761 -2.593
C -12.073 -4.407 -2.448
O -12.423 -3.614 -3.306
O -11.577 -4.045 -1.226
F -11.820 -7.451 -1.154
H -12.295 -5.392 0.151
H -10.527 -5.198 0.143
H -10.286 -6.416 -1.936
C -14.341 -6.306 3.107
C -13.856 -5.704 4.381
O -12.546 -6.209 4.507
C -12.119 -6.409 3.228
O -10.952 -6.577 2.915
O -13.158 -6.391 2.338
F -14.585 -6.145 5.431
H -14.758 -7.309 3.244
H -15.087 -5.681 2.609
H -13.830 -4.609 4.379
C 1.008 8.854 4.915
C 2.377 8.334 5.190
O 2.758 7.745 3.967
C 2.092 8.451 3.011
O 2.368 8.424 1.823
O 1.081 9.202 3.547
F 2.345 7.368 6.136
H 0.230 8.096 5.056
H 0.763 9.726 5.528
H 3.103 9.105 5.469
C 6.912 4.513 -4.045
C 6.003 5.315 -4.913
O 6.770 6.455 -5.227
C 8.065 6.032 -5.197
O 8.999 6.651 -5.677
O 8.188 4.823 -4.568
F 4.909 5.713 -4.227
H 6.867 4.814 -2.993
H 6.711 3.440 -4.112
H 5.701 4.808 -5.836
```

Calculated values
Multiplicity   1
Highest occupied orbital energy   -5.805 eV
Charge   -1
Orbital gap   7.2 eV

Atom charges from the Mulliken analysis, given in e for atoms 1 to 4: -0.754 0.432 -0.415 0.999

# 5
This record from the OMol25 dataset describes a single C6H5F2NO3 molecule. The level of theory is ωB97M-V/def2-TZVPD.

Geometry as XYZ:
```
17
C6H5F2NO3, DFT ωB97M-V/def2-TZVPD
C 2.957 -0.568 -0.130
C 2.072 0.690 -0.117
O 2.452 1.784 -0.429
O 0.823 0.266 0.249
C -0.338 1.226 0.335
F -0.421 1.880 1.496
F -0.280 2.084 -0.672
C -1.503 0.308 0.125
C -1.800 -0.857 0.837
N -2.844 -1.505 0.219
C -3.079 -0.799 -0.818
O -2.376 0.400 -0.910
H 2.438 -1.409 -0.734
H 4.014 -0.237 -0.250
H 2.987 -0.942 0.844
H -1.214 -1.456 1.497
H -3.889 -0.865 -1.540
```

Calculated values
Multiplicity   1
Highest occupied orbital energy   -9.831 eV
Energy relative to the best compared isomer or geometry (same formula, charge and spin)   0.0000 eV
Structure (SMILES)   CC(=O)OC(F)(F)c1cnco1
Orbital gap   10.5 eV

Atom charges from the Mulliken analysis, given in e for atoms 1 to 4: -0.996 0.622 -0.506 -0.262

# 6
This record from the OMol25 dataset describes 5 unconnected molecules or ions with the total composition C20H47Cl6O12P3. The level of theory is ωB97M-V/def2-TZVPD.

Geometry as XYZ:
```
88
C20H47Cl6O12P3, DFT ωB97M-V/def2-TZVPD
C 1.659 -6.647 3.210
C 2.942 -7.333 2.851
O 2.689 -7.594 1.506
P 3.528 -8.690 0.717
O 3.103 -10.063 0.972
O 5.048 -8.460 1.150
C 6.124 -8.543 0.183
C 7.264 -7.880 1.027
O 3.433 -8.155 -0.824
C 2.278 -7.991 -1.510
C 1.798 -6.556 -1.347
H 1.438 -6.538 4.272
H 1.605 -5.603 2.901
H 0.729 -7.160 2.964
H 3.822 -6.690 2.825
H 2.962 -8.324 3.304
H 6.143 -9.612 -0.027
H 5.938 -7.960 -0.718
H 8.282 -7.950 0.643
H 6.941 -6.885 1.332
H 7.346 -8.391 1.986
H 2.529 -8.207 -2.549
H 1.594 -8.782 -1.203
H 2.478 -5.733 -1.566
H 1.070 -6.429 -2.148
H 1.403 -6.252 -0.377
C -6.225 1.740 -0.277
C -6.268 0.694 -1.371
O -5.283 1.059 -2.317
P -3.833 0.297 -2.301
O -3.091 0.225 -1.025
O -4.195 -1.068 -3.033
C -4.515 -1.085 -4.400
C -4.673 -2.586 -4.782
O -2.951 1.156 -3.432
C -2.374 2.403 -3.079
C -1.930 3.163 -4.402
H -5.306 1.711 0.308
H -6.499 2.753 -0.569
H -6.942 1.406 0.474
H -6.166 -0.347 -1.063
H -7.205 0.743 -1.926
H -5.469 -0.558 -4.404
H -3.858 -0.610 -5.129
H -5.255 -2.698 -5.697
H -3.690 -3.047 -4.870
H -5.178 -3.198 -4.034
H -3.066 3.131 -2.657
H -1.519 2.344 -2.405
H -2.793 3.374 -5.035
H -1.467 4.123 -4.177
H -1.193 2.621 -4.994
C -1.271 4.785 4.578
C -1.441 4.346 3.121
O -0.831 5.246 2.256
P -1.273 6.751 1.969
O -1.081 7.702 3.080
O -0.299 7.046 0.643
C 0.995 7.471 0.903
C 1.187 8.695 -0.023
O -2.804 6.633 1.414
C -3.590 7.742 1.157
C -3.446 8.007 -0.344
H -1.351 3.855 5.142
H -0.292 5.188 4.837
H -2.070 5.476 4.847
H -1.055 3.355 2.883
H -2.468 4.344 2.757
H 1.254 7.671 1.943
H 1.674 6.664 0.629
H 0.686 8.431 -0.955
H 0.712 9.615 0.317
H 2.274 8.775 -0.016
H -4.611 7.360 1.188
H -3.387 8.662 1.705
H -4.155 8.820 -0.502
H -2.478 8.356 -0.705
H -3.709 7.123 -0.925
Cl 7.536 -1.051 4.398
C 7.266 0.381 3.457
Cl 8.817 1.035 2.806
Cl 6.531 1.613 4.548
H 6.685 0.181 2.557
Cl 3.465 1.604 -0.326
C 2.449 0.073 -0.526
Cl 2.637 -1.047 0.850
Cl 2.826 -0.639 -2.089
H 1.415 0.416 -0.552
```

Calculated values
Multiplicity   1
Highest occupied orbital energy   -10.285 eV
Energy relative to the best compared isomer or geometry (same formula, charge and spin)   2.7954 eV
Structure (SMILES)   CCOP(=O)(OCC)OCC.CCOP(=O)(OCC)OCC.CCOP(=O)(OCC)OCC.ClC(Cl)Cl.ClC(Cl)Cl
Orbital gap   10.5 eV

Atom charges from the Mulliken analysis, given in e for atoms 1 to 4: -1.310 -0.092 -0.033 0.515

# 7
This record from the OMol25 dataset describes a molecular structure, CBr2FNO2. The level of theory is ωB97M-V/def2-TZVPD.

Geometry as XYZ:
```
7
CBr2FNO2, DFT ωB97M-V/def2-TZVPD
C 0.233 -0.317 -0.377
N -0.822 0.387 0.403
O -1.829 0.592 -0.215
O -0.585 0.628 1.549
F 0.036 -0.264 -1.666
Br 0.626 -2.024 0.282
Br 2.341 0.998 0.024
```

Calculated values
Multiplicity   1
Highest occupied orbital energy (alpha / beta)   -10.687 / -10.688 eV
Energy relative to the best compared isomer or geometry (same formula, charge and spin)   1.0731 eV
Orbital gap (alpha / beta)   8.0 / 8.0 eV

Atom charges from the Mulliken analysis, given in e for atoms 1 to 4: 0.158 0.909 -0.504 -0.432

# 8
This record from the OMol25 dataset describes a molecular structure, C9H27ClGaI2O3P3. The level of theory is ωB97M-V/def2-TZVPD.

Geometry as XYZ:
```
46
C9H27ClGaI2O3P3, DFT ωB97M-V/def2-TZVPD
I 0.985 -0.203 -6.066
I -0.697 -1.916 -5.313
Ga 0.306 -0.008 -0.865
P 1.767 -1.780 -0.552
C 1.064 -3.375 0.014
C 2.702 -2.237 -2.059
H 3.439 -3.020 -1.846
H 3.803 -2.268 0.723
H 3.204 -1.340 -2.431
H 3.599 -0.521 0.371
H 0.322 -3.721 -0.711
H 2.003 -2.589 -2.823
C 3.088 -1.439 0.671
H 1.847 -4.133 0.124
H 2.636 -1.282 1.654
H 0.562 -3.229 0.974
P -0.921 1.918 -1.260
C -2.730 1.848 -0.984
C -0.391 3.350 -0.248
H 0.286 2.670 -3.201
H -1.302 3.496 -3.096
H -1.193 1.804 -3.665
C -0.776 2.543 -2.976
H 0.682 3.494 -0.401
H -0.936 4.258 -0.531
H -3.199 2.813 -1.201
H -2.928 1.574 0.056
H -0.567 3.130 0.808
H -3.166 1.079 -1.628
Cl 2.222 1.263 -1.504
C -1.434 -2.300 2.636
O -0.780 -1.075 2.924
P -0.436 -0.259 1.458
O -1.623 0.952 1.735
C -2.843 0.419 2.215
O 1.086 0.115 2.102
C 1.153 1.470 2.447
H -1.638 -2.499 1.556
H -2.422 -2.314 3.144
H -0.826 -3.140 3.025
H -3.209 -0.415 1.579
H -2.777 0.158 3.291
H -3.616 1.215 2.167
H 1.283 2.087 1.541
H 0.303 1.792 3.088
H 2.067 1.615 3.060
```

Calculated values
Multiplicity   1
Highest occupied orbital energy   -13.989 eV
Charge   +2
Orbital gap   5.6 eV

Atom charges from the Mulliken analysis, given in e for atoms 1 to 4: 0.036 -0.038 1.472 0.218

- multiplicity of number 1 (CH5PS2)?
  1

- What is the multiplicity in the first record?
  1